(1)
ORCA calculation (wB97M-V/def2-TZVPD) on the ion C24H46N2O2PS with charge +1 in a non-equilibrium geometry.

Structure (XYZ):
```
76
Properties=species:S:1:pos:R:3:lowdin_charge:R:1
S -0.6006 -1.1453 -0.5916 0.22
P 1.1130 -1.8985 -0.0617 0.44
O 2.1813 -2.0469 -2.6407 -0.08
O 5.7091 2.5907 4.6816 -0.12
N -4.0058 -2.8815 -1.3087 -0.21
N 4.3837 0.1336 -0.3843 0.06
C 2.5516 -1.5800 -1.2747 -0.55
C 4.9570 1.3205 4.6154 -0.23
C -3.2379 -2.4754 -2.5477 -0.07
C 0.0279 2.6130 -1.9903 -0.20
C 1.1023 1.4230 -2.3441 -0.21
C -2.5169 3.3166 -1.8908 -0.20
C -2.4511 -4.7728 -1.4278 -0.09
C -4.4123 -1.2598 0.6029 -0.20
C 4.1586 -0.4935 0.9899 -0.26
C -2.1655 -3.7226 -2.6972 -0.10
C -4.0503 2.4454 1.7283 -0.23
C -1.4087 2.4840 -2.8198 -0.20
C 2.0333 1.1238 -0.9872 -0.17
C 4.2777 1.0774 3.1433 -0.18
C -2.7204 2.7722 0.8082 -0.20
C -3.7053 -4.1531 -0.5343 -0.05
C -3.0617 2.2836 -0.7402 -0.21
C 3.1394 -0.0503 -1.2789 -0.20
C -5.1372 -2.0910 -0.6185 -0.17
C -5.2663 0.0248 1.1610 -0.20
C 5.1729 0.0764 2.1545 -0.12
C 3.8060 -2.5667 -0.7919 -0.14
C -4.2169 0.8704 2.1515 -0.21
C 4.2705 -2.1339 0.7545 -0.12
H -4.2209 -4.5923 0.4433 0.12
H -4.2232 2.1296 -0.9160 0.11
H 3.1937 0.6225 3.3496 0.13
H 5.9654 0.7664 1.6350 0.13
H 4.0885 2.0633 2.5219 0.12
H 3.0654 -0.1514 1.3152 0.13
H 4.6824 -2.4498 -1.5740 0.14
H 1.7675 1.7806 -3.2602 0.13
H 5.5739 0.3868 5.0207 0.14
H 5.5016 3.0819 3.8327 0.09
H 2.6440 2.1365 -0.8235 0.13
H -2.4779 3.9380 0.8666 0.12
H -4.4879 0.7044 3.2996 0.12
H -3.3930 -1.5128 -3.2004 0.11
H 0.5086 0.4815 -2.7067 0.07
H 3.5443 0.1453 -2.3850 0.19
H -3.9443 3.0613 2.7381 0.11
H -1.7977 2.1877 1.2362 0.10
H -6.1215 -0.3684 1.8778 0.12
H -5.9783 -2.8369 -0.2554 0.13
H 5.3923 -2.5285 0.8459 0.14
H 3.5861 -2.7594 1.4735 0.12
H -1.3613 2.9550 -3.9006 0.11
H 3.3871 -3.6672 -0.8462 0.14
H -1.7609 1.3656 -2.9572 0.10
H 4.0525 1.4404 5.3826 0.13
H -3.1380 0.3773 2.0234 0.10
H 1.5629 -1.3903 -3.0773 0.11
H -5.6678 0.7492 0.3215 0.10
H -3.4086 -0.8113 0.1373 0.07
H -1.3408 -3.8617 -3.5237 0.07
H 1.3949 0.9772 -0.0176 0.09
H 0.9230 -3.3554 -0.0299 0.03
H 5.6585 -0.7848 2.8156 0.14
H 4.5000 1.1701 -0.2113 0.18
H -1.8958 4.1645 -1.3413 0.10
H -0.2693 2.4680 -0.8451 0.11
H -4.1385 -2.0383 1.4351 0.12
H -3.3749 3.7856 -2.5663 0.12
H -2.4737 1.2668 -0.8903 0.07
H -5.0287 2.7590 1.1656 0.11
H -5.6367 -1.3797 -1.4203 0.13
H 0.4608 3.7054 -2.1277 0.13
H 5.2625 -0.1813 -0.8570 0.19
H 1.3588 -1.5071 1.3025 -0.01
H -1.8624 -5.7777 -1.1675 0.07
```

Summary:
E_HOMO: -0.345 Ha
structure (SMILES): OCCC[C@@H]1CC[C@@](O)([PH2]=S)[C@@H](CCCCCCCCCCCCn2cccc2)[NH2+]1
energy relative to the best compared isomer or geometry (same formula, charge and spin): 179.03 kcal/mol
total charge: +1

=====

(2)
ORCA calculation (wB97M-V/def2-TZVPD) on a cluster of 3 separate species, C24H46NO12 in total.

Structure (XYZ):
```
83
Properties=species:S:1:pos:R:3:lowdin_charge:R:1
O 0.0181 -1.8071 3.1178 0.16
O -7.2904 4.3077 -0.3214 -0.20
O 0.2518 -1.9961 -2.4748 -0.15
O -2.4451 -0.4751 -2.5916 -0.19
O -0.0560 -0.3707 -5.0550 -0.19
O -5.2725 1.9205 1.5203 -0.20
O 8.1197 -0.7613 0.5143 -0.14
O 2.8780 2.0874 2.3372 0.13
O 2.8726 -4.1396 1.0824 -0.15
O 4.6983 -1.0535 -0.4552 0.04
O -7.6555 3.5448 2.6371 -0.12
O 0.1956 -3.2403 1.4486 0.17
N 3.7396 0.4495 0.9960 0.26
C 2.9080 -3.1000 0.1412 -0.14
C -6.8831 4.5736 2.0409 -0.19
C -6.3477 1.4865 2.3383 -0.20
C -3.7688 -0.8553 -2.2691 -0.09
C -0.2570 -2.3807 -3.7510 -0.17
C -8.2085 4.5516 -1.3628 -0.11
C 2.7946 0.8192 1.9052 -0.28
C 0.4210 -1.6938 -4.9118 -0.21
C 0.8189 0.4436 -5.8029 -0.11
C -7.4984 5.1593 0.7916 -0.21
C -7.6069 2.2642 2.0337 -0.18
C 1.8014 -1.3455 1.6671 0.02
C 3.7720 -0.7791 0.4372 -0.22
C 6.0017 -0.4367 -0.3707 -0.08
C 2.8025 -1.7247 0.7713 -0.03
C 8.9939 -0.7121 1.6420 -0.24
C -4.0208 1.5498 2.0395 -0.13
C 0.5893 -2.1718 2.1285 -0.44
C 3.9978 -4.1695 1.9408 -0.07
C -1.5664 -0.6358 -1.5029 -0.22
C 1.8141 -0.0580 2.2384 0.10
C 8.9630 -1.9813 2.4780 -0.07
C 6.7734 -0.9629 0.8323 -0.21
C -0.1359 -0.7158 -1.9856 -0.18
H 9.9877 -0.5618 1.2301 0.12
H -5.8606 4.2425 1.8443 0.12
H -0.0478 -3.4489 -3.8279 0.13
H -7.7675 2.3240 0.9549 0.12
H 4.9054 -4.4281 1.3867 0.10
H 0.5100 -3.2635 0.5362 0.11
H 1.0396 0.2284 2.9328 0.15
H -3.8105 -1.9159 -1.9957 0.09
H 0.5195 -0.5628 -1.1191 0.11
H 8.7312 0.1675 2.2398 0.12
H -7.0348 6.1355 0.5917 0.13
H 6.5001 -0.4373 1.7566 0.13
H 2.0652 -3.2379 -0.5424 0.13
H -4.1688 -0.2553 -1.4443 0.09
H 4.1422 -3.2171 2.4617 0.09
H 0.3747 1.4347 -5.8580 0.09
H -3.2597 1.9246 1.3557 0.08
H -1.6717 0.2299 -0.8311 0.13
H -7.9807 3.8575 -2.1691 0.09
H 6.5241 -0.7381 -1.2742 0.15
H -8.5711 5.3133 0.9584 0.13
H -1.3379 -2.2407 -3.7970 0.13
H 3.8102 -4.9366 2.6870 0.10
H 9.8982 -2.1087 3.0171 0.08
H -6.8464 5.3666 2.7905 0.13
H -3.9285 0.4584 2.1137 0.09
H 1.8008 0.5184 -5.3188 0.09
H -1.8128 -1.5479 -0.9420 0.13
H 3.8060 -3.1798 -0.4739 0.14
H -4.3821 -0.6960 -3.1522 0.09
H -6.5338 0.4197 2.1510 0.13
H 3.3311 2.1457 3.1895 0.15
H 8.1548 -1.9736 3.2110 0.07
H 0.0742 0.0683 -2.7152 0.13
H 0.9539 0.0603 -6.8200 0.09
H 8.8086 -2.8438 1.8282 0.09
H -8.1211 5.5758 -1.7436 0.09
H -9.2391 4.3837 -1.0298 0.09
H -3.8520 1.9924 3.0285 0.09
H -6.0931 1.6150 3.3974 0.13
H 6.5361 -2.0289 0.9378 0.13
H -8.4424 1.7156 2.4727 0.13
H 5.9406 0.6532 -0.4006 0.13
H 1.5071 -1.6918 -4.7505 0.13
H 4.4191 1.1542 0.7343 0.18
H 0.2095 -2.2622 -5.8274 0.13
```

Summary:
E_HOMO: -0.386 Ha
total charge: +1